Computed, not measured: C34H31N10O4SV as an isolated structure at a distorted geometry, with ωB97M-V with the def2-TZVPD basis set.

Cartesian coordinates (Å):
V -0.948 -0.426 -0.095
C 5.947 3.624 3.675
O 5.818 2.363 3.062
C 5.207 1.366 3.746
C 4.776 1.451 5.069
C 4.155 0.370 5.659
C 3.874 -0.786 4.929
C 4.327 -0.877 3.606
C 5.009 0.174 3.041
N 3.223 -1.815 5.595
N 2.379 -2.558 5.089
C 1.729 -2.382 3.889
C 1.505 -3.493 3.080
C 0.807 -3.423 1.882
C 0.263 -2.212 1.452
O -0.351 -1.970 0.339
C 0.429 -1.078 2.303
N -0.158 0.039 1.836
C -0.052 1.150 2.528
C 0.564 1.181 3.785
C 1.124 0.037 4.302
C 1.133 -1.134 3.523
H 6.384 4.276 2.922
H 6.612 3.588 4.543
H 4.973 4.022 3.977
H 4.929 2.351 5.643
H 3.819 0.434 6.684
H 4.164 -1.786 3.043
H 5.388 0.104 2.034
H 1.946 -4.432 3.382
H 0.695 -4.308 1.273
H -0.499 2.046 2.113
H 0.588 2.099 4.350
H 1.538 0.040 5.298
N -2.991 -1.160 1.419
C -3.782 0.059 1.351
C -2.840 1.255 1.045
O -2.997 2.323 1.603
O -1.959 0.972 0.171
H -3.575 -1.983 1.309
H -2.521 -1.227 2.320
H -4.343 0.279 2.270
H -4.478 -0.011 0.510
S 1.073 0.221 -0.920
C 0.481 0.494 -2.555
N 1.321 0.946 -3.458
N 0.820 1.553 -4.547
C -0.113 2.566 -4.594
C -0.704 3.121 -3.453
C -1.510 4.236 -3.562
C -1.760 4.814 -4.798
C -1.206 4.251 -5.937
C -0.398 3.136 -5.842
N -0.775 0.210 -2.822
N -1.460 -0.384 -1.881
C -2.784 -0.589 -2.216
C -3.443 0.292 -3.085
C -4.794 0.138 -3.327
C -5.495 -0.908 -2.747
C -4.831 -1.817 -1.935
C -3.487 -1.663 -1.657
H 1.439 1.489 -5.347
H -0.507 2.710 -2.473
H -1.939 4.664 -2.668
H -2.384 5.692 -4.870
H -1.399 4.691 -6.906
H 0.038 2.702 -6.732
H -2.878 1.094 -3.540
H -5.309 0.849 -3.956
H -6.556 -1.015 -2.923
H -5.375 -2.649 -1.515
H -2.937 -2.370 -1.044
N -1.292 -3.215 -3.409
C -0.926 -4.355 -4.028
C -0.027 -4.979 -3.196
C 0.083 -4.122 -2.090
N -0.688 -3.063 -2.234
H -1.932 -2.507 -3.739
H -1.324 -4.635 -4.981
H 0.480 -5.909 -3.355
H 0.687 -4.233 -1.212

Output
E_HOMO (alpha / beta) ... -6.92 / -7.03 eV
2S+1 ... 3
<S²> ... 2.153
Electronic energy ... -3504.885048 Eh
Gap between HOMO and LUMO (alpha / beta) ... 0.2267 / 0.2298 Ha

Atomic partial charges in e from the Löwdin method, atoms 1 to 2: 0.7296, -0.0847